# 1
17
Properties=species:S:1:pos:R:3:lowdin_charge:R:1 method="wB97M-V/def2-TZVPD" e_homo_ev=-8.427 e_above_lowest_kj_mol=738.4 charge=0 total_energy_ev=-28483.982 max_force_ev_per_a=6.77 orbital_gap_ev=8.49
C -1.447 -1.122 1.250 -0.17
C -0.892 0.326 1.346 -0.35
C -1.351 1.084 2.717 -0.06
C 0.017 0.766 0.489 -0.29
C 1.329 -0.279 -1.232 -0.76
H -2.365 -1.392 0.037 0.11
H -2.293 -1.415 2.383 0.16
H -0.296 -1.767 1.087 0.14
H -0.786 2.129 2.997 0.13
H -2.319 1.033 2.978 0.00
H -0.907 0.509 3.551 0.06
H 0.272 1.762 0.570 0.09
H -1.862 0.902 -1.788 0.05
H 1.193 -0.580 -2.352 0.08
N 0.104 0.079 -0.729 -0.62
S -1.144 -0.559 -1.702 0.75
S 2.563 0.159 -0.284 0.68



# 2
16
Properties=species:S:1:pos:R:3:lowdin_charge:R:1 method="wB97M-V/def2-TZVPD" e_homo_ev=-7.267 e_above_lowest_kj_mol=480.1 charge=0 total_energy_ev=-14692.936 max_force_ev_per_a=5.66 orbital_gap_ev=7.90
C 2.082 -0.942 0.157 -0.25
C 1.241 -1.890 0.454 0.12
C 1.666 0.373 -0.024 -0.15
C -0.422 -0.548 -0.096 -0.25
C -0.172 1.857 -0.268 -0.02
N 0.343 0.531 -0.136 -0.26
Si -2.219 -0.794 0.148 0.55
H 3.158 -0.883 0.206 0.10
H 1.216 -2.927 0.420 0.02
H 2.345 1.145 -0.381 0.12
H -1.008 2.010 0.402 0.10
H 0.570 2.557 -0.145 0.07
H -0.551 1.962 -1.224 0.08
H -2.977 -0.085 1.342 -0.08
H -2.476 -2.349 0.155 -0.05
H -2.798 -0.019 -1.010 -0.08



# 3
16
Properties=species:S:1:pos:R:3:lowdin_charge:R:1 method="wB97M-V/def2-TZVPD" e_homo_ev="-5.130 / -9.197" e_above_lowest_kj_mol=300.9 charge=0 total_energy_ev=-14691.116 spin_multiplicity=3 s2=2.010 max_force_ev_per_a=10.46 orbital_gap_ev="5.48 / 6.85"
C 1.383 -1.163 0.477 -0.09
C 0.753 -1.015 1.808 -0.17
C 0.518 -0.993 -0.491 -0.09
C -0.664 -0.638 1.409 -0.13
C -0.818 -0.722 0.100 -0.16
N -0.913 1.541 -2.495 -0.22
Si -1.391 2.152 -1.099 0.58
H 2.379 -1.417 0.561 0.09
H 0.979 -0.255 2.583 0.12
H 0.697 -1.073 -1.515 0.08
H -1.392 -0.606 2.211 0.11
H -1.814 -0.603 -0.578 0.13
H -0.011 1.283 -2.666 -0.12
H -2.796 2.004 -1.089 -0.10
H 0.638 -1.966 2.196 0.08
H -0.738 2.853 -0.044 -0.11



# 4
15
Properties=species:S:1:pos:R:3:lowdin_charge:R:1 method="wB97M-V/def2-TZVPD" e_homo_ev=-2.104 e_above_lowest_kj_mol=37.3 charge=-1 total_energy_ev=-7376.801 smiles="C=CCCC[O-]" max_force_ev_per_a=1.67 orbital_gap_ev=6.06
C 0.794 0.076 1.535 -0.55
O 0.038 -0.669 2.356 -0.40
C -0.115 1.092 0.646 -0.22
C -0.091 0.865 -0.837 -0.26
C -0.389 -0.570 -1.256 -0.18
C -0.377 -0.962 -2.524 -0.06
H 1.408 -0.555 0.862 0.07
H 1.417 0.784 2.163 0.06
H -1.100 0.802 1.043 0.09
H 0.138 2.121 0.892 0.07
H 0.883 1.136 -1.306 0.11
H -0.832 1.489 -1.358 0.09
H -0.513 -1.342 -0.498 0.10
H -0.261 -0.371 -3.426 0.04
H -0.499 -2.004 -2.802 0.03



# 5
15
Properties=species:S:1:pos:R:3:lowdin_charge:R:1 method="wB97M-V/def2-TZVPD" e_homo_ev=-13.311 e_above_lowest_kj_mol=186.7 charge=+1 total_energy_ev=-7367.905 max_force_ev_per_a=4.64 orbital_gap_ev=6.50
C 3.871 -0.793 0.476 -0.15
C -1.484 -0.431 -0.441 0.04
C -1.051 0.838 0.000 -0.12
C -2.623 -0.619 -1.381 -0.02
C -0.012 0.854 0.849 0.18
O 2.744 -0.577 0.681 -0.01
H 4.626 -0.863 1.261 0.08
H 4.240 -1.001 -0.628 0.12
H -0.931 -1.270 -0.060 0.13
H -1.518 1.754 -0.436 0.15
H -2.382 -0.165 -2.322 0.10
H -2.852 -1.717 -1.539 0.12
H -3.517 -0.189 -0.858 0.13
H 0.055 1.789 1.409 0.11
H 0.400 -0.199 1.222 0.14



# 6
17
Properties=species:S:1:pos:R:3:lowdin_charge:R:1 method="wB97M-V/def2-TZVPD" e_homo_ev=-9.724 e_above_lowest_kj_mol=417.0 charge=0 total_energy_ev=-18710.565 max_force_ev_per_a=3.62 orbital_gap_ev=10.13
C -1.098 -0.818 0.419 -0.23
C -0.136 0.250 0.851 -0.27
C -2.430 -0.319 -0.161 -0.28
C -2.380 0.781 -1.112 0.04
C 2.432 -0.382 -0.730 -0.19
O 1.809 2.049 0.285 -0.39
O -2.726 1.089 0.068 0.02
P 1.228 0.919 -0.379 0.60
H -0.541 -1.538 -0.287 0.13
H -1.330 -1.551 1.220 0.11
H -0.760 1.156 1.147 0.11
H 0.551 0.062 1.669 0.08
H -3.237 -0.913 0.169 0.12
H 0.464 1.273 -1.447 0.01
H 2.882 -0.789 -1.596 0.03
H 3.270 -0.088 -0.010 0.08
H 2.002 -1.181 -0.104 0.03



# 7
17
Properties=species:S:1:pos:R:3:lowdin_charge:R:1 method="wB97M-V/def2-TZVPD" e_homo_ev=-2.421 e_above_lowest_kj_mol=256.4 charge=-1 total_energy_ev=-11472.581 smiles="[O-]/C(O)=C/CCCO" max_force_ev_per_a=3.84 orbital_gap_ev=6.34
C -1.098 -0.185 -1.668 -0.27
O -0.961 1.282 -1.555 -0.12
C -0.991 -0.858 -0.346 -0.21
C 0.504 -1.032 0.135 -0.24
C 0.863 -0.583 1.501 -0.16
C 1.160 0.740 1.695 -0.60
O 0.407 1.520 0.813 -0.05
O 1.945 1.497 2.397 -0.14
H -0.242 -0.538 -2.264 0.11
H -2.038 -0.083 -2.126 0.09
H -1.631 -0.127 0.310 0.14
H -1.629 -1.754 -0.483 0.09
H 0.794 -2.139 -0.033 0.12
H 1.172 -0.556 -0.529 0.07
H 1.158 -1.198 2.352 0.06
H -0.207 1.596 -1.113 0.01
H 0.794 2.418 0.912 0.10



# 8
18
Properties=species:S:1:pos:R:3:lowdin_charge:R:1 method="wB97M-V/def2-TZVPD" e_homo_ev="-5.827 / -5.828" e_above_lowest_kj_mol=774.4 charge=0 total_energy_ev=-16158.028 max_force_ev_per_a=6.75 orbital_gap_ev="6.17 / 6.17"
O 1.130 -0.399 -3.182 -0.28
C 1.087 -1.550 -3.444 0.06
C -0.630 -1.691 -1.512 -0.43
O 0.130 -1.269 -0.335 -0.35
C -0.635 -0.998 0.815 -0.24
C -0.025 0.202 1.501 -0.19
O -0.045 1.280 0.578 -0.44
C 0.641 2.430 1.023 -0.10
Tl -0.078 0.582 -1.505 1.04
H -1.274 -1.875 -2.390 0.06
H -0.851 -2.732 -1.198 0.03
H -0.641 -1.861 1.501 0.14
H -1.684 -0.779 0.549 0.13
H 1.019 -0.015 1.785 0.14
H -0.593 0.465 2.408 0.14
H 0.437 3.238 0.311 0.09
H 0.285 2.727 2.022 0.10
H 1.726 2.242 1.073 0.10



# 9
18
Properties=species:S:1:pos:R:3:lowdin_charge:R:1 method="wB97M-V/def2-TZVPD" e_homo_ev="-5.849 / -5.421" e_above_lowest_kj_mol=0.0 charge=0 total_energy_ev=-42997.449 spin_multiplicity=2 s2=0.766 max_force_ev_per_a=4.60 orbital_gap_ev="4.36 / 4.09"
H 0.975 0.227 -0.019 0.08
C -2.440 -2.269 -0.388 -0.14
O -1.333 -1.498 -0.772 -0.21
C -0.142 -1.876 -0.121 -0.34
C 0.976 -0.944 -0.505 -0.12
H -3.318 -1.893 -0.927 0.09
H -2.292 -3.334 -0.635 0.08
H -2.626 -2.186 0.698 0.08
H 0.111 -2.920 -0.387 0.11
H -0.298 -1.855 0.975 0.11
H 1.040 -0.818 -1.594 0.06
H 1.944 -1.372 -0.215 0.06
O 1.739 2.603 1.967 -0.35
C 1.259 2.358 0.763 -0.33
C 0.954 3.327 -0.133 -0.30
O 0.959 4.639 0.268 -0.37
Yb 1.831 4.710 2.187 1.36
H 0.662 3.101 -1.162 0.09